No. 1
{"formula": "C2H3N2O2", "method": "wB97M-V/def2-TZVPD", "orbital_gap_ev": [8.5, 8.5], "charge": 1, "species": ["N", "O", "N", "H", "C", "C", "H", "O", "H"], "xyz": [[-0.6224, 1.0720, -0.6198], [-1.9850, 0.8479, -2.5087], [-1.0515, 1.2774, -1.9381], [-0.1501, -2.2711, -0.0931], [-0.0830, -1.2987, -0.7809], [0.0753, 0.0420, -0.1278], [-0.6434, 1.9467, -0.0017], [-0.2075, -1.5349, -1.9614], [0.7122, 0.3361, 0.5868]], "nbo_charge": [-0.33, -0.04, 0.34, 0.21, 0.31, 0.18, 0.48, -0.39, 0.24]}


No. 2
{"formula": "C2H3N2O2", "method": "wB97M-V/def2-TZVPD", "orbital_gap_ev": [7.8, 7.8], "charge": 1, "species": ["H", "C", "O", "N", "H", "N", "O", "H", "C"], "xyz": [[2.1985, -0.7076, -1.0555], [0.5143, -0.7855, 0.3728], [0.3099, -1.8564, 0.0375], [0.2158, 0.4300, 0.5670], [2.6468, -0.0415, -1.3025], [-2.2289, 0.4571, 0.0672], [-3.3899, 0.4635, 0.0519], [0.8691, 1.2802, 0.8252], [-1.1357, 0.7602, 0.4362]], "nbo_charge": [-0.07, 1.00, -0.22, -0.63, 0.09, 0.27, -0.18, 0.53, 0.22]}


No. 3
{"formula": "C2H3N2O3", "method": "wB97M-V/def2-TZVPD", "orbital_gap_ev": [8.5, 8.4], "charge": 1, "species": ["C", "O", "C", "H", "N", "N", "O", "H", "H", "O"], "xyz": [[1.6012, -0.8490, 0.3539], [0.8800, -1.0490, -2.3468], [-2.2190, 1.7057, -0.1421], [2.5712, -1.1270, 0.9449], [0.4617, -0.6545, 0.9012], [1.3654, -0.2180, -1.7746], [-2.6561, 2.7485, -0.1529], [-0.3106, -0.3606, 0.3363], [0.1802, -0.8183, 1.8943], [-1.8740, 0.6222, -0.0143]], "nbo_charge": [0.13, -0.02, 1.04, 0.23, -0.67, 0.45, -0.43, 0.43, 0.43, -0.60]}


No. 4
{"formula": "C2H3N2O4", "method": "wB97M-V/def2-TZVPD", "orbital_gap_ev": [6.7, 6.7], "charge": -1, "species": ["H", "N", "N", "O", "O", "H", "O", "H", "C", "C", "O"], "xyz": [[-1.8910, 1.7803, 0.8170], [2.6166, -2.0971, -1.1093], [0.4566, 0.4535, 1.2920], [2.0665, -3.2120, -1.2456], [0.1621, 1.2085, 2.2270], [0.2048, -0.3795, -0.5324], [-2.4004, 0.8104, -0.8556], [2.4047, -1.5602, -0.3686], [-0.2736, 0.3820, 0.1356], [-1.5412, 0.9450, -0.0061], [1.5697, -0.1136, 1.2285]], "nbo_charge": [0.08, -0.05, 0.49, -0.27, -0.50, 0.19, -0.66, 0.32, -0.37, 0.35, -0.57]}


No. 5
{"formula": "C2H3N2O4", "method": "wB97M-V/def2-TZVPD", "spin_multiplicity": 3, "orbital_gap_ev": [6.8, 7.2], "s2": 2.0116, "charge": -1, "species": ["H", "O", "O", "C", "N", "C", "O", "H", "N", "O", "H"], "xyz": [[1.0518, -1.5943, 0.0574], [-2.0004, 1.8484, 0.0146], [0.2208, -0.6890, 1.5537], [0.6367, -0.6132, 0.3529], [-1.1248, 1.0563, 0.3177], [-0.2092, 0.2034, -0.5633], [2.7748, 0.2864, -0.5817], [-0.7611, 0.9295, 1.3659], [2.0072, 0.5522, 0.2849], [2.0598, 1.4208, 1.1198], [-0.2085, 0.1173, -1.5841]], "nbo_charge": [0.15, -0.41, -0.80, 0.17, -0.16, -0.06, -0.47, 0.38, 0.47, -0.44, 0.17]}


No. 6
{"formula": "C2H3N2O4S", "method": "wB97M-V/def2-TZVPD", "orbital_gap_ev": [7.6, 7.8], "charge": -1, "species": ["H", "S", "N", "O", "C", "N", "O", "H", "H", "O", "O", "C"], "xyz": [[0.5233, 0.4300, -0.6614], [2.8599, 0.3220, -0.1336], [0.2174, -2.3949, -0.0095], [2.4395, 0.2259, -1.4995], [-0.2757, -1.2959, -0.2488], [1.5702, -0.1676, 0.9279], [4.0263, -0.4992, 0.2268], [-1.3054, -1.2334, -0.4437], [-0.2676, 0.4958, 0.9879], [3.0466, 1.7718, 0.2033], [1.2223, -2.7364, 0.5842], [0.4646, 0.0720, 0.2841]], "nbo_charge": [0.24, 2.42, 0.08, -1.02, -0.04, -0.49, -0.99, 0.19, 0.20, -1.00, -0.26, -0.32]}


No. 7
{"formula": "C2H3N2OP", "method": "wB97M-V/def2-TZVPD", "orbital_gap_ev": 8.8, "species": ["H", "H", "C", "N", "H", "P", "N", "C", "O"], "xyz": [[1.5900, -1.5973, -0.6094], [-1.0303, -1.9217, 0.5140], [1.6664, 0.5181, -0.2110], [-1.7019, 1.3005, 0.3873], [-1.9649, 1.7639, -0.4710], [2.4729, -0.8589, 0.1598], [-1.4132, 0.1286, 0.2899], [-0.8328, -0.8951, 0.3698], [1.2137, 1.5619, -0.4294]], "nbo_charge": [0.02, 0.22, 0.36, -0.50, 0.35, 0.06, 0.00, -0.07, -0.45]}


No. 8
{"formula": "C2H3N2P", "method": "wB97M-V/def2-TZVPD", "orbital_gap_ev": [7.4, 7.6], "species": ["H", "N", "P", "C", "H", "C", "N", "H"], "xyz": [[0.9987, -1.3470, 0.4009], [-0.0308, -0.1746, 1.5163], [0.1252, 0.3884, -2.2604], [-0.2739, 0.6073, 0.5140], [-0.3737, -0.0143, 2.4624], [-0.2853, 0.8300, -0.7120], [0.7053, -1.2302, 1.3687], [-0.6307, 1.3292, -2.9808]], "nbo_charge": [0.32, -0.29, 0.32, 0.10, 0.41, -0.41, -0.43, -0.04]}


No. 9
{"formula": "C2H3N2S", "method": "wB97M-V/def2-TZVPD", "spin_multiplicity": 3, "orbital_gap_ev": [11.1, 8.3], "s2": 2.0056, "charge": 1, "species": ["S", "H", "H", "C", "H", "N", "C", "N"], "xyz": [[-2.4341, -1.0299, 0.0130], [0.1942, 0.9470, -0.8564], [0.2821, 0.5450, 0.8377], [-0.2968, 0.5226, 0.0127], [-0.3443, -1.6526, 0.0619], [-0.8584, -0.8145, -0.0377], [-1.4692, 1.3766, 0.0205], [-2.4377, 2.0117, -0.0210]], "nbo_charge": [0.92, 0.30, 0.27, -0.31, 0.46, -0.68, 0.19, -0.15]}


No. 10
{"formula": "C2H3N3", "method": "wB97M-V/def2-TZVPD", "orbital_gap_ev": 11.5, "species": ["C", "N", "H", "C", "H", "N", "N", "H"], "xyz": [[-0.2369, 0.5542, 0.8104], [0.7035, -0.6034, -0.8253], [-1.1122, -1.0125, -1.6378], [0.9761, 0.1319, 0.2471], [2.0026, 0.2510, 0.5603], [-0.6134, -0.6186, -0.8552], [-1.2370, 0.0628, 0.0866], [-0.4826, 1.2345, 1.6140]], "nbo_charge": [-0.11, -0.23, 0.40, -0.11, 0.22, -0.16, -0.23, 0.22]}


No. 11
{"formula": "C2H3N3O", "method": "wB97M-V/def2-TZVPD", "orbital_gap_ev": [8.5, 8.5], "species": ["H", "H", "N", "C", "C", "O", "N", "N", "H"], "xyz": [[-2.1136, -0.2256, -0.9422], [-1.9189, -1.2120, 0.3942], [-1.6895, -0.3094, -0.0225], [-0.2859, -0.1873, -0.0722], [0.4781, 0.8598, -0.3500], [1.6896, -1.0630, 0.6373], [1.5202, 1.4683, -0.5131], [0.4973, -1.2493, 0.5017], [1.8228, 1.9184, 0.3668]], "nbo_charge": [0.38, 0.39, -0.81, -0.01, 0.43, -0.33, -0.55, 0.11, 0.39]}


No. 12
{"formula": "C2H3N3O", "method": "wB97M-V/def2-TZVPD", "orbital_gap_ev": 8.6, "species": ["H", "N", "H", "H", "C", "N", "O", "N", "C"], "xyz": [[0.5134, -1.5787, -1.5731], [0.2715, 0.9683, 2.8160], [0.2588, -1.8115, 0.1567], [-1.1415, 1.2044, -0.6810], [0.1674, 0.0745, -0.5978], [0.1870, -1.2604, -0.6729], [0.2587, 0.7328, -1.6406], [-0.0535, 0.8529, 1.7180], [-0.4617, 0.8177, 0.4748]], "nbo_charge": [0.41, -0.01, 0.40, 0.38, 0.60, -0.78, -0.65, 0.04, -0.39]}


The records above yield relative energy (zero: lowest compared OMol25 entry of this formula, charge and spin) values of 139.4; 164.4; 20.6; 99.1; 61.5; 90.0; 90.6; 99.7; 0.0; 14.1; 95.4; 101.4 kcal/mol, respectively.
The records above yield E values of -9184.2787; -9183.1941; -11234.2876; -13287.8407; -13286.1051; -24124.5269; -16434.5190; -14386.1896; -15926.6527; -6591.9637; -8636.3559; -8636.0966 eV, respectively.